C30H54BN5O2P3S2V as an isolated structure at a distorted geometry, computed with ωB97M-V/def2-TZVPD.

Cartesian coordinates (Å):
H1 1.02 -5.18 -0.62
C1 -1.54 -0.80 2.74
H2 -0.90 5.14 -1.13
P1 -0.38 2.42 0.31
N1 -3.10 -0.51 -0.66
H3 -0.06 5.11 3.06
H4 1.53 -3.57 -1.11
C2 -0.20 3.25 2.00
V1 -0.11 0.10 0.07
C3 4.13 -0.38 -1.96
H5 0.02 -4.63 1.39
C4 0.16 2.76 -2.35
C5 -0.90 -1.88 -2.91
O1 4.60 -1.27 -0.94
H6 -2.90 -2.36 0.33
H7 5.54 -2.28 3.67
H8 -7.39 2.46 -0.93
H9 5.92 -0.73 1.06
H10 4.88 -0.67 3.25
H11 0.82 3.15 -3.14
C6 -1.63 -0.62 -3.40
C7 -1.42 2.85 2.84
O2 4.74 -2.43 1.17
H12 -1.84 -5.01 -1.72
C8 -0.07 4.77 2.01
H13 0.86 5.10 1.56
N2 -3.22 -3.25 4.46
H14 -0.88 2.92 -2.65
N3 -0.85 -0.46 1.86
H15 -5.76 -1.52 -0.95
H16 1.97 2.83 2.11
H17 6.63 -0.88 3.49
C9 -1.57 -3.08 -3.57
S1 4.12 1.26 1.17
H18 3.11 -0.06 -1.75
H19 6.75 -2.25 1.43
C10 -2.17 2.97 -0.16
H20 -5.11 3.42 -0.60
C11 0.70 -4.28 -1.15
C12 -4.35 0.08 -0.73
P2 3.57 -1.92 0.17
C13 -0.29 -3.64 1.02
H21 -2.16 3.67 -1.00
N4 -2.82 1.74 -0.48
H22 0.56 -1.46 -4.46
C14 5.72 -1.36 3.11
H23 -7.71 0.03 -1.11
N5 -2.27 -1.07 3.76
C15 -2.75 -1.90 -0.65
H24 1.09 -2.72 -3.34
C16 -2.76 -2.25 4.09
H25 0.52 -4.56 -2.19
H26 0.95 1.56 2.76
H27 -1.18 -3.34 1.59
H28 -1.60 -2.90 -4.66
H29 2.57 3.70 -1.70
H30 2.38 3.87 0.06
C17 0.17 4.94 -1.17
B1 -2.02 0.49 -0.49
H31 0.31 1.68 -2.29
H32 -2.67 -4.33 -0.33
H33 -1.22 0.29 -2.97
P3 -0.86 -1.90 -1.01
H34 3.85 -0.39 -4.10
C18 -6.72 0.43 -0.97
C19 0.55 -1.77 -3.41
H35 2.34 2.28 -0.66
H36 -2.67 3.48 0.67
C20 -1.72 -4.71 -0.68
H37 0.50 -2.92 1.25
H38 -1.17 2.98 3.90
H39 -2.61 -3.22 -3.23
H40 1.12 -1.03 -2.83
H41 -1.71 1.81 2.70
H42 1.16 3.06 3.67
C21 0.52 3.45 -1.02
H43 -1.03 -4.00 -3.40
C22 2.03 3.31 -0.82
H44 -1.50 -5.62 -0.10
C23 4.23 -1.06 -3.31
H45 5.26 -1.31 -3.54
C24 -6.54 1.80 -0.87
H46 0.65 5.55 -0.41
H47 -3.33 -2.48 -1.38
H48 -2.70 -0.64 -3.14
S2 2.65 -0.22 1.01
H49 -2.29 3.47 2.63
C25 -4.17 1.49 -0.62
C26 5.86 -1.65 1.63
C27 -5.62 -0.45 -0.89
C28 1.04 2.64 2.66
H50 -0.91 5.26 1.51
H51 4.75 0.51 -1.91
H52 -1.54 -0.57 -4.50
C29 -0.56 -3.72 -0.49
H53 3.64 -1.97 -3.33
C30 -5.25 2.34 -0.69
H54 0.53 5.29 -2.14

Total charge: -2
HOMO energy (alpha / beta), eV: -0.7 / 0.5
HOMO-LUMO gap (alpha / beta), eV: 5.0205 / 3.8671
Multiplicity: 3

Taken from the Löwdin analysis, the atomic charges in e are: 0.08 -0.33 0.06 1.07 -0.05 0.08 0.02 -0.68 0.06 -0.36 0.08 -0.11 -0.66 -0.43 0.08 0.07 0.08 0.04 0.03 0.08 -0.10 -0.10 -0.42 0.06 -0.11 0.06 0.04 0.08 0.07 0.09 0.01 0.07 -0.10 -0.06 0.06 0.10 -0.25 0.09 -0.12 -0.17 0.60 -0.12 0.06 -0.03 0.08 -0.11 0.08 0.06 -0.27 0.06 -0.45 0.05 0.05 0.06 0.08 0.08 0.06 -0.11 -0.59 0.05 0.06 0.04 1.06 0.07 -0.15 -0.11 0.00 0.07 -0.10 0.05 0.08 0.07 0.06 0.06 0.08 -0.67 0.05 -0.13 0.08 -0.09 0.07 -0.15 0.05 0.08 0.08 0.03 0.06 -0.17 -0.35 -0.04 -0.13 0.07 0.10 0.08 -0.67 0.06 -0.04 0.08

***

One molecule with the formula C10H21BO at a distorted geometry, computed with ωB97M-V/def2-TZVPD.

Cartesian coordinates (Å):
H1 1.67 -2.08 -1.10
C1 1.58 0.62 0.12
H2 2.04 2.53 0.83
B1 -2.21 -0.49 -0.11
H3 0.26 -2.25 1.32
H4 -3.07 -2.30 0.60
C2 -2.94 -1.95 -0.42
H5 -2.47 -2.69 -1.02
O1 -0.77 0.03 0.07
H6 -3.65 2.70 0.34
H7 0.20 1.94 -1.15
H8 1.73 1.27 2.17
H9 -3.90 -1.77 -0.85
C3 1.20 1.33 -1.26
H10 2.92 -0.79 -0.56
H11 1.03 0.77 -2.13
H12 3.46 -0.02 0.98
H13 1.85 -1.54 1.32
H14 3.66 0.73 -0.62
C4 -3.03 1.98 -0.04
H15 -4.09 0.36 0.65
C5 0.76 -1.30 1.47
H16 0.41 -1.09 -2.05
H17 0.47 2.07 1.40
C6 1.47 1.68 1.24
H18 0.64 -0.74 2.36
C7 -3.24 0.66 0.03
C8 3.07 0.09 0.03
H19 1.93 2.22 -1.35
C9 0.65 -1.55 -1.08
C10 0.50 -0.51 0.15
H20 0.07 -2.47 -0.96
H21 -2.17 2.54 -0.40

ΔE to the lowest compared entry with this formula, charge and spin, kJ/mol: 84.93
HOMO energy, eV: -9.6
SMILES: C=CB(C)OC(C)(C)C(C)(C)C
HOMO-LUMO gap, eV: 10.2158

Taken from the natural (NBO) analysis, the atomic charges in e are: 0.21 -0.02 0.21 1.02 0.21 0.24 -0.99 0.23 -0.74 0.18 0.22 0.21 0.24 -0.62 0.22 0.21 0.21 0.21 0.22 -0.27 0.21 -0.65 0.22 0.22 -0.63 0.22 -0.60 -0.63 0.20 -0.66 0.31 0.22 0.19